Entry 1:
C4H6N2O | wB97M-V/def2-TZVPD

Each atom is followed by the atoms it is bonded to, with distances in Å.
Cartesian coordinates (Å):
1 N -1.8154 0.8023 -0.8318  C2 1.262, H8 1.017
2 C -1.8876 0.0532 0.1813  N1 1.262, O3 1.348, H9 1.091
3 O -0.9687 -0.8793 0.5015  C2 1.348, C4 1.426
4 C 0.2520 -0.8673 -0.2358  O3 1.426, C5 1.543, H10 1.091, H11 1.092
5 C 1.3177 -0.1115 0.5843  C4 1.543, C6 1.463, H12 1.094, H13 1.094
6 C 2.1678 0.7447 -0.2430  C5 1.463, N7 1.156
7 N 2.8236 1.4169 -0.9176  C6 1.156
8 H -2.6280 1.4125 -0.8698  N1 1.017
9 H -2.6739 0.0497 0.9380  C2 1.091
10 H 0.0985 -0.4084 -1.2140  C4 1.091
11 H 0.5436 -1.9120 -0.3586  C4 1.092
12 H 0.8174 0.5115 1.3312  C5 1.094
13 H 1.9528 -0.8122 1.1342  C5 1.094

orbital gap = 11.35 eV
SMILES = [H]/N=C/OCCC#N
LUMO energy = 0.026 hartree
E_tot = -9272.02676 eV

Entry 2:
C4H6N2O | wB97M-V/def2-TZVPD

Each atom is followed by the atoms it is bonded to, with distances in Å.
Cartesian coordinates (Å):
1 C 1.9549 -0.8241 -1.6979  O2 1.205, H8 1.108, H9 1.107
2 O 1.5769 0.1761 -2.2543  C1 1.205
3 C -0.1413 -0.0924 1.6227  N4 1.326, C7 1.412, H10 1.083
4 N -1.3933 -0.4859 1.8142  C3 1.326, N5 1.339
5 N -2.0761 0.1020 0.8238  N4 1.339, C6 1.353, H11 1.007
6 C -1.3005 0.8525 0.0079  N5 1.353, C7 1.376, H12 1.081
7 C -0.0191 0.7546 0.4993  C3 1.412, C6 1.376, H13 1.080
8 H 2.6139 -1.5589 -2.2009  C1 1.108
9 H 1.6654 -1.0579 -0.6551  C1 1.107
10 H 0.6317 -0.4307 2.3015  C3 1.083
11 H -3.0696 -0.0512 0.7617  N5 1.007
12 H -1.7088 1.3870 -0.8382  C6 1.081
13 H 0.8663 1.2169 0.0873  C7 1.080

orbital gap = 10.27 eV
SMILES = c1cn[nH]c1.C=O
LUMO energy = 0.032 hartree
E_tot = -9271.45735 eV

Entry 3:
C4H6N2O | wB97M-V/def2-TZVPD

Each atom is followed by the atoms it is bonded to, with distances in Å.
Cartesian coordinates (Å):
1 O 1.3740 2.6163 0.7912  C2 1.136
2 C 0.9315 1.7198 1.3303  O1 1.136
3 N 1.5381 -0.3236 -0.7797  C4 1.452, H8 1.013, H11 1.014
4 C 0.4056 -1.0784 -0.2747  N3 1.452, C5 1.484, H9 1.097, H10 1.104
5 C -0.7861 -0.1976 -0.1992  C4 1.484, C6 1.444, N7 1.254
6 C -2.0018 0.1972 0.4724  C5 1.444, N7 1.520, H12 1.088, H13 1.092
7 N -1.1202 0.9757 -0.4910  C5 1.254, C6 1.520
8 H 2.3996 -0.8461 -0.6769  N3 1.013
9 H 0.6093 -1.3638 0.7650  C4 1.097
10 H 0.1639 -2.0101 -0.8149  C4 1.104
11 H 1.4179 -0.0925 -1.7597  N3 1.014
12 H -2.9896 -0.0836 0.1132  C6 1.088
13 H -1.9424 0.4867 1.5237  C6 1.092

orbital gap = 10.68 eV
LUMO energy = 0.033 hartree
E_tot = -9270.47571 eV

Entry 4:
C4H6N2O | wB97M-V/def2-TZVPD

Each atom is followed by the atoms it is bonded to, with distances in Å.
Cartesian coordinates (Å):
1 N -1.7131 0.9587 -0.6984  C2 1.263, H8 1.019
2 C -1.8065 0.1253 0.2458  N1 1.263, O3 1.349, H9 1.092
3 O -1.0738 -1.0023 0.3485  C2 1.349, C4 1.426
4 C 0.2065 -1.0144 -0.2781  O3 1.426, C5 1.542, H10 1.093, H11 1.093
5 C 1.1221 -0.0193 0.4624  C4 1.542, C6 1.462, H12 1.094, H13 1.094
6 C 2.1969 0.5276 -0.3634  C5 1.462, N7 1.156
7 N 3.0622 0.9802 -0.9823  C6 1.156
8 H -2.3632 1.7246 -0.5262  N1 1.019
9 H -2.4507 0.2188 1.1224  C2 1.092
10 H 0.1416 -0.7971 -1.3472  C4 1.093
11 H 0.5722 -2.0350 -0.1436  C4 1.093
12 H 0.5278 0.8256 0.8232  C5 1.094
13 H 1.5779 -0.4928 1.3371  C5 1.094

orbital gap = 11.41 eV
SMILES = [H]/N=C/OCCC#N
LUMO energy = 0.025 hartree
E_tot = -9271.98090 eV

Entry 5:
C4H6N2O | wB97M-V/def2-TZVPD

Each atom is followed by the atoms it is bonded to, with distances in Å.
Cartesian coordinates (Å):
1 C -1.7652 0.3495 0.5052  O2 1.440, H8 1.090, H9 1.095, H10 1.095
2 O -1.7966 0.3367 -0.9342  C1 1.440, C3 1.313
3 C -0.6934 0.7046 -1.5432  O2 1.313, N4 1.223
4 N 0.3376 1.2097 -1.1229  C3 1.223, N5 1.250
5 N 1.5583 1.4216 -0.9595  N4 1.250, H11 1.026
6 C 1.7159 -1.4016 0.3287  C7 1.204, H12 1.077
7 C 1.2647 -2.3598 0.9017  C6 1.204, H13 1.068
8 H -2.7468 0.0046 0.8307  C1 1.090
9 H -0.9783 -0.3224 0.8624  C1 1.095
10 H -1.5852 1.3706 0.8582  C1 1.095
11 H 1.7093 2.4360 -0.9581  N5 1.026
12 H 2.0988 -0.5275 -0.1709  C6 1.077
13 H 0.8809 -3.2219 1.4019  C7 1.068

orbital gap = 9.28 eV
LUMO energy = 0.008 hartree
E_tot = -9266.92506 eV

Entry 6:
C4H6N2O | wB97M-V/def2-TZVPD

Each atom is followed by the atoms it is bonded to, with distances in Å.
Cartesian coordinates (Å):
1 C 2.8504 -1.8860 -0.0236  N5 1.118, H13 1.108
2 C -1.2561 -1.0939 -0.7968  C3 1.292, H8 1.092, H9 1.166
3 C -0.7900 -0.4549 0.2253  C2 1.292, N6 1.185
4 C -0.7607 2.5696 0.0105  O7 1.198, H10 1.134, H11 1.173
5 N 2.2598 -2.7966 -0.2907  C1 1.118
6 N -0.4832 0.2356 1.1377  C3 1.185, H12 0.952
7 O 0.2678 2.2982 -0.5411  C4 1.198
8 H -0.8580 -1.2570 -1.8010  C2 1.092
9 H -2.1965 -1.7343 -0.5402  C2 1.166
10 H -1.8072 2.3342 -0.3575  C4 1.134
11 H -1.0249 3.0861 1.0297  C4 1.173
12 H 0.1549 -0.1505 1.7292  N6 0.952
13 H 3.6436 -1.1506 0.2185  C1 1.108

orbital gap = 10.06 eV
SMILES = C=C=N.C#N.C=O
LUMO energy = 0.034 hartree
E_tot = -9268.85223 eV

Which ΔE to the lowest compared entry with this formula, charge and spin belongs to each record? In order, 34.0; 47.1; 69.8; 35.1; 151.7; 107.2 kcal per mole.
Which strongest force on any atom belongs to each record? In order, 1.108; 0.555; 1.453; 1.082; 0.533; 5.364 eV/Å.